Here is C20H55N8O7P2S2 as an isolated structure in a non-equilibrium geometry from OMol25. Energies are from ωB97M-V with the def2-TZVPD basis set.

Atoms and positions in Å:
C 11.901 -1.470 -6.055
O 11.352 -0.203 -6.315
C 9.938 -0.208 -6.185
C 9.394 1.165 -6.570
C 8.461 1.776 -5.517
C 7.352 0.806 -5.050
C 6.046 1.553 -4.782
S 4.894 0.564 -3.813
O 5.411 -0.791 -3.828
O 4.838 1.174 -2.500
N 3.576 0.756 -4.686
S 2.213 0.085 -4.218
O 1.390 1.027 -3.478
O 2.344 -1.197 -3.554
C 1.377 -0.149 -5.791
C 0.632 -1.483 -5.901
N -0.160 -1.807 -4.703
H 12.964 -1.421 -6.285
H 11.445 -2.234 -6.699
H 11.734 -1.782 -5.017
H 9.631 -0.507 -5.176
H 9.536 -0.968 -6.870
H 8.906 1.141 -7.547
H 10.255 1.831 -6.674
H 8.036 2.707 -5.898
H 9.083 2.010 -4.648
H 7.157 0.045 -5.806
H 7.696 0.322 -4.138
H 5.584 1.789 -5.740
H 6.233 2.496 -4.269
H 2.176 -0.154 -6.535
H 0.733 0.697 -6.016
H 1.354 -2.266 -6.141
H -0.067 -1.397 -6.737
H -1.061 -2.176 -4.981
H 0.299 -2.551 -4.193
O -2.223 -1.834 -0.914
P -1.496 -1.005 0.073
N 0.089 -1.498 0.109
C 1.007 -1.091 1.155
C 0.758 -1.474 -1.206
N -2.216 -1.505 1.576
C -1.614 -2.612 2.308
C -3.649 -1.700 1.447
N -1.352 0.652 0.476
C -2.023 1.222 1.640
C -1.572 1.510 -0.707
H 1.401 -0.079 0.998
H 1.851 -1.784 1.164
H 0.550 -1.122 2.140
H 1.011 -0.453 -1.500
H 0.116 -1.893 -1.974
H 1.677 -2.058 -1.187
H -1.394 -3.479 1.672
H -2.299 -2.932 3.098
H -0.698 -2.312 2.810
H -3.914 -2.657 0.983
H -4.097 -0.910 0.840
H -4.112 -1.650 2.437
H -3.117 1.150 1.603
H -1.752 2.280 1.686
H -1.673 0.756 2.557
H -2.625 1.533 -1.011
H -0.980 1.147 -1.552
H -1.245 2.529 -0.498
O -4.920 0.300 7.727
P -5.739 0.732 6.575
N -7.326 0.282 6.916
C -8.367 0.318 5.906
C -7.836 0.740 8.203
N -5.216 -0.276 5.286
C -5.880 -1.558 5.073
C -3.766 -0.447 5.292
N -5.985 2.141 5.640
C -5.491 2.238 4.263
C -5.619 3.363 6.384
H -8.768 1.328 5.748
H -9.188 -0.328 6.225
H -8.019 -0.053 4.948
H -8.099 1.808 8.189
H -7.093 0.579 8.981
H -8.730 0.173 8.471
H -5.999 -2.140 5.995
H -5.292 -2.148 4.369
H -6.857 -1.436 4.613
H -3.432 -1.186 6.028
H -3.262 0.495 5.519
H -3.433 -0.758 4.298
H -4.404 2.154 4.177
H -5.791 3.216 3.881
H -5.952 1.486 3.633
H -4.535 3.467 6.506
H -6.069 3.346 7.380
H -5.997 4.245 5.868

Cartesian forces (eV/Å) of the 6 atoms listed first:
-0.2 -0.1 -0.2
0.0 0.0 0.1
-0.2 -0.1 -0.5
0.1 0.5 0.3
0.1 -0.6 0.0
0.1 0.6 0.0

Output
Energy above the lowest of the compared OMol25 structures with the same formula, charge and spin ... 0.0 kcal/mol
Net charge ... -1
Total energy ... -88135.1010 eV
HOMO level ... -5.4 eV
Molar mass ... 645.79 g mol⁻¹
Frontier orbital gap ... 7.36 eV
Max |F| ... 4.2 eV/Å

Listed below, in e, are the Löwdin charges computed for each atom:
1 C -0.131
2 O -0.196
3 C -0.241
4 C -0.179
5 C -0.206
6 C -0.244
7 C -0.257
8 S 0.505
9 O -0.351
10 O -0.352
11 N -0.359
12 S 0.507
13 O -0.364
14 O -0.343
15 C -0.248
16 C -0.304
17 N -0.003
18 H 0.083
19 H 0.084
20 H 0.087
21 H 0.121
22 H 0.121
23 H 0.110
24 H 0.108
25 H 0.105
26 H 0.114
27 H 0.115
28 H 0.105
29 H 0.091
30 H 0.096
31 H 0.082
32 H 0.091
33 H 0.104
34 H 0.101
35 H 0.059
36 H 0.056
37 O -0.281
38 P 0.590
39 N -0.299
40 C -0.125
41 C -0.113
42 N -0.315
43 C -0.131
44 C -0.155
45 N -0.282
46 C -0.140
47 C -0.110
48 H 0.088
49 H 0.088
50 H 0.047
51 H 0.064
52 H 0.057
53 H 0.085
54 H 0.088
55 H 0.073
56 H 0.051
57 H 0.084
58 H 0.074
59 H 0.048
60 H 0.070
61 H 0.079
62 H 0.067
63 H 0.081
64 H 0.078
65 H 0.079
66 O -0.278
67 P 0.582
68 N -0.307
69 C -0.131
70 C -0.130
71 N -0.312
72 C -0.119
73 C -0.132
74 N -0.289
75 C -0.121
76 C -0.125
77 H 0.082
78 H 0.086
79 H 0.052
80 H 0.078
81 H 0.073
82 H 0.080
83 H 0.089
84 H 0.070
85 H 0.054
86 H 0.087
87 H 0.077
88 H 0.060
89 H 0.075
90 H 0.082
91 H 0.075
92 H 0.085
93 H 0.073
94 H 0.077